{
  "formula": "C16H32O32S8",
  "method": "wB97M-V/def2-TZVPD",
  "total_charge": 0,
  "e_homo_ev": -11.157,
  "e_lumo_ev": 0.14,
  "spin_multiplicity": 1,
  "symbols": ["C", "C", "O", "S", "O", "O", "O", "H", "H", "H", "H", "C", "C", "O", "S", "O", "O", "O", "H", "H", "H", "H", "C", "C", "O", "S", "O", "O", "O", "H", "H", "H", "H", "C", "C", "O", "S", "O", "O", "O", "H", "H", "H", "H", "C", "C", "O", "S", "O", "O", "O", "H", "H", "H", "H", "C", "C", "O", "S", "O", "O", "O", "H", "H", "H", "H", "C", "C", "O", "S", "O", "O", "O", "H", "H", "H", "H", "C", "C", "O", "S", "O", "O", "O", "H", "H", "H", "H"],
  "xyz": [[0.60, 6.08, -4.67], [2.00, 6.40, -4.13], [2.80, 5.33, -4.59], [1.93, 4.00, -4.45], [1.87, 3.63, -3.08], [2.37, 3.08, -5.42], [0.56, 4.67, -4.89], [0.33, 6.64, -5.57], [-0.17, 6.37, -3.96], [1.93, 6.46, -3.03], [2.42, 7.36, -4.41], [-0.42, 2.50, 6.59], [-1.34, 2.86, 5.44], [-0.50, 3.53, 4.53], [1.03, 3.02, 4.67], [1.83, 4.09, 5.10], [1.36, 2.31, 3.50], [0.74, 2.01, 5.86], [-0.78, 1.69, 7.22], [-0.04, 3.33, 7.18], [-2.20, 3.43, 5.80], [-1.81, 1.95, 5.06], [5.44, 1.19, 0.87], [5.94, 2.31, -0.04], [5.26, 3.50, 0.40], [4.10, 3.14, 1.43], [2.99, 2.72, 0.65], [3.97, 4.05, 2.48], [4.85, 1.85, 1.98], [6.14, 0.42, 1.18], [4.64, 0.64, 0.35], [5.64, 2.20, -1.08], [7.01, 2.54, -0.02], [-1.49, -5.53, 0.22], [-0.66, -6.51, 1.05], [-0.03, -7.42, 0.16], [-0.49, -7.23, -1.34], [-1.56, -8.09, -1.66], [0.66, -7.17, -2.16], [-1.06, -5.75, -1.15], [-1.25, -4.50, 0.46], [-2.57, -5.65, 0.23], [-1.23, -7.03, 1.82], [0.07, -5.93, 1.62], [0.34, 0.84, 0.93], [0.75, 1.00, -0.52], [-0.22, 0.22, -1.26], [-1.24, -0.53, -0.31], [-1.38, -1.89, -0.66], [-2.38, 0.31, -0.15], [-0.34, -0.41, 1.00], [-0.22, 1.67, 1.37], [1.20, 0.79, 1.59], [1.75, 0.63, -0.73], [0.68, 2.02, -0.88], [2.40, -4.62, -0.94], [1.67, -3.56, -1.77], [1.46, -2.49, -0.82], [2.30, -2.72, 0.51], [1.47, -3.34, 1.49], [3.01, -1.57, 0.85], [3.24, -3.84, -0.11], [2.98, -5.30, -1.56], [1.64, -5.19, -0.40], [0.68, -3.92, -2.06], [2.28, -3.20, -2.59], [-2.98, -3.30, -3.12], [-2.91, -4.51, -4.08], [-4.18, -5.16, -3.98], [-4.88, -4.85, -2.59], [-4.40, -5.76, -1.62], [-6.26, -4.68, -2.76], [-4.22, -3.41, -2.42], [-3.00, -2.38, -3.70], [-2.17, -3.33, -2.40], [-2.15, -5.23, -3.76], [-2.75, -4.29, -5.13], [-4.01, 2.27, 2.17], [-3.22, 3.15, 1.22], [-3.98, 4.36, 1.19], [-4.48, 4.66, 2.67], [-5.82, 5.10, 2.62], [-3.52, 5.42, 3.38], [-4.42, 3.13, 3.21], [-3.37, 1.45, 2.49], [-4.84, 1.84, 1.61], [-3.13, 2.75, 0.22], [-2.23, 3.36, 1.63]],
  "mulliken_charge": [-0.29, -0.29, -0.34, 1.06, -0.37, -0.56, -0.33, 0.28, 0.27, 0.22, 0.34, -0.51, -0.17, -0.20, 0.90, -0.59, -0.29, -0.33, 0.30, 0.30, 0.37, 0.21, -0.07, -0.33, -0.36, 0.99, -0.30, -0.53, -0.37, 0.42, 0.02, 0.26, 0.25, -0.08, -0.33, -0.33, 1.17, -0.57, -0.58, -0.08, 0.05, 0.33, 0.32, 0.24, -0.09, 0.14, -0.29, 0.76, -0.13, -0.55, -0.34, -0.16, 0.34, -0.02, 0.43, -0.43, -0.06, -0.08, 1.08, -0.58, -0.44, -0.44, 0.39, 0.19, -0.02, 0.27, 0.34, -0.07, -0.36, 1.06, -0.52, -0.58, -0.27, 0.35, -0.33, 0.01, 0.31, -0.21, -0.22, -0.36, 1.06, -0.55, -0.52, -0.34, 0.26, 0.36, 0.30, 0.21]
}

***

{
  "formula": "C5H8",
  "method": "wB97M-V/def2-TZVPD",
  "smiles": "C=C/C=C\\C",
  "total_charge": 0,
  "e_homo_ev": -7.749,
  "e_lumo_ev": 0.27,
  "spin_multiplicity": 1,
  "symbols": ["C", "C", "C", "C", "C", "H", "H", "H", "H", "H", "H", "H", "H"],
  "xyz": [[-1.74, 0.58, 0.18], [-1.11, -0.55, -0.21], [0.04, -1.31, 0.34], [0.99, -0.59, -0.35], [1.39, 0.80, 0.23], [-2.68, 0.85, -0.28], [-1.51, 1.15, 1.06], [-1.57, -1.00, -1.11], [0.08, -2.41, 0.38], [1.66, -0.87, -1.17], [0.94, 0.80, 1.22], [1.03, 1.63, -0.39], [2.46, 0.94, 0.10]],
  "mulliken_charge": [-0.81, 0.11, -0.55, 0.02, -1.13, 0.27, 0.29, 0.24, 0.25, 0.34, 0.29, 0.31, 0.38]
}

***

Calculated ΔE to the lowest compared entry with this formula, charge and spin, 0.3984; 3.6984 eV (same order as the records).